[1]
151
Properties=species:S:1:pos:R:3:forces:R:3 method="wB97M-V/def2-TZVPD" gap_ha=0.3252 charge=+1
C 4.7800 2.6315 1.2171 1.0 0.4 -0.2
O 5.0281 1.8826 2.4711 -2.0 -1.0 -1.7
C 4.2585 0.6017 2.4171 1.2 -0.7 -0.2
C 5.0490 -0.6143 3.2463 -0.8 0.5 -0.6
C 4.0121 -1.8985 3.3683 1.4 -0.2 0.3
C 4.5855 -3.0976 2.3692 -0.5 0.7 -0.2
C 4.5954 -2.6604 0.7758 0.0 -1.2 0.0
C 3.0710 -2.6454 0.1195 0.4 1.8 0.5
C 3.0131 -1.4731 -1.0242 0.6 -0.5 -0.6
C 1.6031 -1.3729 -1.8527 0.6 -0.5 -0.6
C 0.2676 -1.8298 -1.0144 -0.4 -0.5 -1.2
C -0.9963 -0.9255 -1.5580 0.1 -0.7 -0.6
C -2.3135 -0.9224 -0.5876 -0.6 -0.3 -0.8
C -2.2924 0.1712 0.6322 0.1 2.3 -1.2
C -3.6746 0.5531 1.4250 -0.1 0.3 0.9
C -4.1750 -0.5351 2.5393 0.0 -0.5 0.0
C -3.7504 -2.0893 2.2559 -1.5 -0.2 0.8
Cl -6.0645 -0.5012 2.4764 1.7 0.1 0.1
C -1.7864 1.6769 0.1214 -0.5 0.2 -3.5
C -0.1704 1.9257 0.2762 -1.4 -0.9 1.6
C 0.1551 0.6763 1.3384 3.5 2.4 -1.2
N -1.1117 -0.1757 1.5632 0.1 1.1 2.8
H 5.0071 3.7694 1.4291 -0.6 -2.4 -0.4
H 3.6921 2.4977 0.7939 2.0 0.3 0.9
H 5.5698 2.2579 0.4213 -1.7 0.7 1.3
H 3.1706 0.7593 2.8454 2.1 -0.3 -0.8
H 4.2154 0.2640 1.2863 -0.2 0.6 2.2
H 5.4032 -0.1893 4.2822 -0.8 -0.9 -2.0
H 5.9838 -1.0018 2.6271 -1.9 1.2 1.3
H 2.9010 -1.5914 3.1367 2.2 -0.6 0.4
H 4.1000 -2.2798 4.4816 -0.5 0.6 -2.3
H 5.7026 -3.2962 2.7128 -2.5 0.1 -0.7
H 3.8965 -4.0532 2.4643 1.6 1.8 -0.1
H 5.2350 -3.4922 0.2198 -1.3 1.9 1.0
H 5.1436 -1.6328 0.6267 -1.2 -1.9 0.2
H 2.7500 -3.6705 -0.3454 0.6 1.9 1.1
H 2.3575 -2.2846 1.0053 1.2 -1.2 -1.8
H 3.2617 -0.4200 -0.5684 -0.4 -2.0 -0.6
H 3.9019 -1.7086 -1.7855 -2.1 0.7 1.6
H 1.5233 -0.2787 -2.3214 0.0 -2.3 1.2
H 1.6672 -2.0981 -2.7949 -0.2 1.7 2.2
H 0.4001 -1.8412 0.1479 -0.1 0.3 -2.1
H 0.0361 -2.9501 -1.3538 0.5 2.5 1.1
H -0.5875 0.1285 -1.8592 -1.1 -1.8 0.8
H -1.3396 -1.4402 -2.5795 0.8 1.2 2.3
H -2.4596 -2.0485 -0.2188 0.4 2.6 -0.5
H -3.2709 -0.7105 -1.2687 2.0 -0.2 1.7
H -3.4902 1.5711 2.0212 -0.3 -2.2 -1.3
H -4.5416 0.8215 0.6493 2.1 -0.9 1.6
H -3.9169 -0.2163 3.6587 -0.5 -0.6 -2.6
H -4.4068 -2.7571 2.9962 1.5 1.5 -1.6
H -2.6359 -2.3511 2.5005 -2.0 0.6 -0.7
H -4.1020 -2.3739 1.1766 1.0 0.5 2.1
H -2.4001 2.6153 0.4525 1.1 -2.1 0.1
H -2.0817 1.6085 -1.0334 0.9 0.4 2.3
H 0.4668 1.9039 -0.7207 -1.5 -0.1 2.3
H -0.0237 2.9129 0.9285 -0.1 -2.1 -1.9
H 0.5501 1.3044 2.2717 -1.5 -2.1 -1.4
H 1.1213 0.1201 0.9467 -2.5 0.4 0.8
H -0.9608 -1.1958 1.7220 0.2 0.8 -0.8
H -1.3811 0.1635 2.5337 0.0 -0.6 -1.3
C -8.5833 -2.7172 3.7813 0.6 1.1 0.5
C -8.1984 -4.0329 3.1959 0.5 -0.5 0.3
O -9.4162 -4.7410 3.1475 -0.3 0.7 -0.4
C -10.3766 -3.7851 3.0030 -3.0 -0.1 -0.7
O -11.5220 -4.0135 2.6514 2.7 0.5 0.8
O -9.8974 -2.5370 3.2928 -0.6 -1.0 -0.5
F -7.3523 -4.6963 4.0154 0.3 -0.2 -0.1
H -8.6017 -2.7298 4.8762 0.2 -0.2 -0.1
H -7.9276 -1.9071 3.4508 -0.4 -0.2 0.1
H -7.7697 -3.9684 2.1901 0.1 -0.2 0.1
C -4.1408 -0.3029 7.8562 0.5 1.1 0.4
C -3.7559 -1.6185 7.2708 0.5 -0.7 0.5
O -4.9737 -2.3266 7.2224 -0.2 0.8 -0.4
C -5.9341 -1.3708 7.0779 -3.3 -0.3 -0.7
O -7.0796 -1.5992 6.7263 2.8 0.6 0.8
O -5.4549 -0.1227 7.3677 -0.5 -0.9 -0.4
F -2.9098 -2.2820 8.0903 0.2 -0.1 -0.2
H -4.1592 -0.3155 8.9511 0.1 -0.2 -0.1
H -3.4851 0.5072 7.5256 -0.3 0.0 0.0
H -3.3272 -1.5541 6.2650 0.1 -0.2 0.1
C 8.1592 1.0786 -1.6846 0.7 1.2 0.4
C 8.5441 -0.2371 -2.2700 1.1 -0.5 0.1
O 7.3263 -0.9452 -2.3184 -0.9 0.8 -0.3
C 6.3659 0.0107 -2.4629 -2.3 -0.4 -0.6
O 5.2204 -0.2177 -2.8144 2.4 0.7 0.6
O 6.8451 1.2588 -2.1731 -0.9 -1.0 -0.4
F 9.3902 -0.9005 -1.4504 0.1 -0.2 0.0
H 8.1408 1.0660 -0.5896 0.1 -0.3 -0.1
H 8.8149 1.8887 -2.0151 -0.3 -0.2 -0.1
H 8.9728 -0.1727 -3.2757 0.0 -0.1 0.2
C 11.9111 4.5459 -2.1389 -0.4 1.3 0.1
C 13.2022 3.8309 -2.3478 0.9 0.2 0.4
O 12.8568 2.4736 -2.1886 -1.0 0.1 -0.6
C 11.5535 2.3915 -2.5778 -1.3 -2.4 -0.5
O 10.9827 1.3463 -2.8417 1.2 2.4 0.6
O 10.9654 3.6248 -2.6440 0.2 -1.2 -0.1
F 14.0957 4.1584 -1.3875 0.2 0.0 -0.1
H 11.7003 4.7395 -1.0818 0.3 -0.1 -0.1
H 11.8668 5.4923 -2.6845 -0.1 -0.2 0.0
H 13.6452 3.9844 -3.3376 0.1 0.0 0.2
C -12.0692 -5.6059 -0.2730 -0.3 0.4 1.2
C -11.7404 -4.9936 -1.5915 0.4 0.3 -0.2
O -11.5737 -6.1071 -2.4396 -0.7 -0.2 0.3
C -12.3824 -7.0728 -1.9198 -1.1 -3.0 -1.2
O -12.7204 -8.0790 -2.5209 0.9 2.5 1.5
O -12.7754 -6.7727 -0.6443 0.2 -0.3 -1.1
F -10.5677 -4.3235 -1.5331 0.3 0.4 -0.1
H -11.1777 -5.8874 0.2975 0.0 0.2 -0.2
H -12.6898 -4.9524 0.3460 0.0 -0.3 -0.1
H -12.5237 -4.3406 -1.9910 0.2 0.1 0.0
C 1.8787 -5.7296 -5.4186 0.8 -1.1 -0.1
C 1.6179 -4.5310 -6.2653 0.0 0.0 -1.1
O 0.5482 -3.8899 -5.6083 0.3 -0.1 1.2
C 0.6930 -4.2164 -4.2934 -1.1 0.8 1.8
O 0.1301 -3.6382 -3.3787 1.0 -1.4 -2.1
O 1.5526 -5.2669 -4.1234 -0.8 1.2 0.2
F 1.2034 -4.8937 -7.5000 0.0 0.1 -0.1
H 1.2340 -6.5773 -5.6741 0.0 0.2 -0.2
H 2.9215 -6.0547 -5.4677 -0.2 0.1 0.2
H 2.4669 -3.8436 -6.3438 -0.1 0.0 -0.2
C -2.4784 6.1260 1.0757 -1.1 0.0 -0.9
C -1.0908 6.6148 0.8367 0.2 0.9 -0.2
O -0.4486 6.4014 2.0732 -0.4 -1.0 0.1
C -1.0886 5.3326 2.6253 0.8 -1.4 2.4
O -0.6509 4.6797 3.5580 -1.0 1.3 -2.1
O -2.2786 5.0762 2.0010 1.1 -0.2 0.6
F -1.0848 7.9415 0.5771 0.2 0.1 -0.2
H -3.1244 6.8877 1.5251 0.2 0.1 -0.1
H -2.9530 5.7582 0.1620 0.1 -0.1 0.3
H -0.5556 6.0777 0.0463 0.0 0.2 0.0
C -6.6028 8.8113 0.6402 -0.5 0.8 1.0
C -6.7552 8.7818 -0.8422 -0.1 0.9 -0.6
O -5.7965 7.8337 -1.2533 -0.2 -0.8 0.8
C -5.6828 6.9680 -0.2072 1.0 -2.3 0.0
O -5.1619 5.8677 -0.2830 -1.1 2.4 0.2
O -6.2312 7.4801 0.9367 0.5 -0.8 -0.9
F -6.4315 9.9773 -1.3842 -0.1 0.0 -0.2
H -5.8109 9.4915 0.9712 -0.1 0.0 -0.3
H -7.5323 9.0813 1.1486 0.2 -0.2 0.0
H -7.7486 8.4734 -1.1853 0.1 0.1 -0.1
C 6.1578 1.2488 -6.4575 -0.5 1.2 0.1
C 7.4489 0.5339 -6.6664 0.6 0.0 0.3
O 7.1034 -0.8234 -6.5072 -0.7 0.2 -0.5
C 5.8002 -0.9056 -6.8964 -1.9 -2.6 -0.6
O 5.2293 -1.9507 -7.1603 1.3 2.5 0.7
O 5.2120 0.3278 -6.9626 0.4 -1.1 -0.1
F 8.3424 0.8614 -5.7061 0.4 0.1 0.1
H 5.9470 1.4424 -5.4004 0.2 -0.1 0.0
H 6.1134 2.1952 -7.0031 -0.1 -0.2 0.0
H 7.8919 0.6874 -7.6561 0.1 0.0 0.2



[2]
56
Properties=species:S:1:pos:R:3:forces:R:3 method="wB97M-V/def2-TZVPD" de_lowest_kcal_mol=33.49 gap_ha=0.2694 charge=+1
Ti -0.9662 -0.0689 -2.2133 0.5 0.7 0.6
C -2.0806 1.8498 -1.4604 -0.1 0.2 0.1
C -2.9176 0.7564 -1.1429 -0.1 0.0 0.1
C -3.2787 0.1186 -2.3410 0.0 0.0 -0.1
C -2.7053 0.8499 -3.4218 0.0 -0.1 0.1
C -1.9858 1.9268 -2.8758 -0.1 0.1 0.0
H -1.6536 2.5528 -0.7558 0.0 -0.1 -0.1
H -3.2137 0.4501 -0.1508 0.1 0.0 0.0
H -3.8727 -0.7773 -2.4358 0.1 0.0 0.0
H -2.8038 0.6028 -4.4687 0.1 0.0 0.0
H -1.4547 2.6822 -3.4346 0.0 -0.1 0.0
O 0.3636 -3.2487 -3.3449 0.1 0.0 0.1
S -0.6596 -2.2778 -3.4566 0.2 0.0 -0.1
O -1.7143 -2.4296 -4.3968 0.0 0.0 0.0
O -1.2785 -1.9290 -2.0422 -0.1 -0.2 -0.5
O -0.0068 -0.8182 -3.6276 -0.3 -0.5 -0.2
I 1.4034 1.6888 -2.4212 0.0 -0.4 -0.2
C 1.6171 2.7287 -0.6311 0.0 0.5 0.3
C 1.9646 4.0453 -0.8272 -0.1 -0.1 0.2
C 2.3440 4.8675 0.2523 -0.1 -0.2 -0.1
C 2.4154 4.3192 1.4926 0.0 0.0 0.0
C 2.0693 2.9648 1.7195 0.0 0.0 0.2
C 2.2499 2.4479 3.0260 0.0 0.0 -0.1
C 1.9865 1.1439 3.3035 0.0 0.0 -0.1
C 1.4366 0.3392 2.2938 0.0 0.0 0.1
C 1.1946 0.7939 1.0184 0.0 0.2 0.0
P 0.2119 -0.4168 0.0589 0.0 0.1 -0.1
C 1.2581 -1.8891 -0.0132 0.0 0.0 0.0
C 1.1911 -2.8875 0.9565 0.0 0.0 0.1
C 2.0719 -3.9558 0.9064 0.0 0.0 0.0
C 3.0212 -4.0315 -0.1033 0.0 0.0 0.0
C 3.0900 -3.0395 -1.0692 0.0 0.0 0.0
C 2.2110 -1.9707 -1.0261 0.0 0.0 0.0
C -1.2125 -0.7830 1.1211 0.0 0.1 0.2
C -1.6981 0.1948 1.9936 0.0 -0.1 0.0
C -2.8870 -0.0099 2.6761 0.0 0.0 0.0
C -3.5985 -1.1875 2.4951 0.0 0.0 0.0
C -3.1200 -2.1632 1.6320 0.1 0.1 0.0
C -1.9323 -1.9643 0.9424 0.0 -0.1 -0.1
C 1.5899 2.1304 0.6679 0.0 -0.1 -0.2
H 1.9792 4.4648 -1.8229 0.0 0.0 -0.1
H 2.6090 5.8993 0.0771 0.0 0.0 0.0
H 2.7501 4.9079 2.3362 0.0 0.0 0.0
H 2.6259 3.1141 3.7911 0.0 0.0 0.0
H 2.1528 0.7335 4.2883 0.0 0.0 0.0
H 1.1610 -0.6733 2.5587 0.0 0.0 0.0
H 0.4598 -2.8438 1.7541 0.0 0.0 0.0
H 2.0134 -4.7321 1.6561 0.0 0.0 0.0
H 3.7021 -4.8700 -0.1398 0.0 0.0 0.0
H 3.8169 -3.1028 -1.8661 0.0 0.0 0.0
H 2.2658 -1.2123 -1.7969 0.0 0.0 0.0
H -1.1515 1.1165 2.1391 0.0 0.0 0.0
H -3.2583 0.7478 3.3516 0.0 0.0 0.0
H -4.5236 -1.3453 3.0324 0.0 0.0 0.0
H -3.6669 -3.0843 1.4900 0.0 0.0 0.0
H -1.5857 -2.7254 0.2550 0.0 0.0 0.0



[3]
13
Properties=species:S:1:pos:R:3:forces:R:3 method="wB97M-V/def2-TZVPD" smiles=Cc1nnnn1C de_lowest_kcal_mol=55.45 gap_ha=0.4128 charge=0
C 0.0193 -1.6689 0.0882 1.8 -0.4 -4.2
C 1.3330 -0.7755 -0.1080 -3.9 -1.4 2.0
N 2.5507 -1.2273 -0.0282 0.1 0.0 -0.9
N 3.3425 -0.1219 -0.0188 0.1 -0.7 0.4
N 2.6515 0.9182 0.0375 -1.1 1.1 -0.1
N 1.2935 0.5630 0.0218 3.5 0.6 -0.5
C 0.4198 1.7183 -0.0294 -4.7 -4.5 -0.4
H -0.7756 -1.3754 -0.7468 1.8 -0.9 1.6
H 0.3796 -2.7728 -0.0089 -0.9 2.0 0.0
H -0.4552 -1.5379 1.0087 -0.4 0.4 1.6
H 0.8170 2.4939 0.4835 1.2 2.1 1.8
H 0.1710 1.9994 -1.0223 0.3 0.3 -1.1
H -0.6538 1.3454 0.3646 2.4 1.1 -0.3



In eV/A, the largest force on an atom values for the records above are, in order, 4.448, 1.008, 6.550.